(1)
103
Properties=species:S:1:pos:R:3 method="wB97M-V/def2-TZVPD" homo_lumo_gap_ev="7.1 / 7.1" charge=+1 e_above_lowest_kj_mol=0.0
Ge -1.53 1.09 -0.21
Ti 0.35 -0.60 0.10
P -0.06 -2.37 1.85
P 2.22 0.99 -0.47
O 1.48 -1.99 -0.86
O -0.54 -1.07 -1.68
N 0.59 0.38 1.86
N 0.06 -1.97 -2.42
N 1.16 -2.46 -2.02
C 1.77 1.90 3.40
C -3.41 4.02 2.16
C 1.48 1.33 -3.13
C -1.33 -1.36 -4.29
C -2.53 -3.25 0.93
C -0.48 -2.29 -3.70
C -1.04 1.09 3.60
C -0.79 -1.23 3.05
C -0.14 -3.50 -4.30
C -0.68 -3.77 -5.55
C -1.53 -2.87 -6.16
C -1.12 4.71 2.02
C -1.84 2.71 0.86
C 2.63 2.96 3.60
C -2.40 2.18 -2.79
C 5.05 0.88 -0.18
C -3.13 2.94 1.34
C -1.86 -1.67 -5.54
C 2.31 1.91 1.06
C -2.41 4.91 2.50
C 3.31 3.54 2.53
C 1.53 1.39 2.11
C -3.14 2.21 -3.96
C 4.04 -0.51 -2.01
C -4.34 0.25 -3.24
C 2.11 2.09 -1.96
C 3.83 0.07 -0.61
C -1.76 -1.56 3.98
C -2.61 1.19 -1.83
C -0.39 0.11 2.85
C -0.57 -4.81 0.72
C 3.16 3.00 1.27
C -2.37 -0.57 4.73
C -1.24 -3.74 1.58
C -0.85 3.62 1.21
C 2.47 -2.03 2.95
C -2.01 0.75 4.53
C -4.11 1.24 -4.19
C 1.10 -3.94 3.86
C -3.59 0.23 -2.08
C 1.44 -3.11 2.61
C 1.33 3.38 -1.70
H 1.97 0.37 -3.32
H -3.13 -0.82 5.46
H 0.42 1.14 -2.93
H 0.30 -5.25 1.20
H -2.96 2.98 -4.70
H 1.32 3.99 -2.60
H -4.42 4.17 2.52
H 1.56 1.93 -4.03
H -3.02 -2.47 1.51
H -0.80 2.14 3.45
H 0.17 3.47 0.87
H -1.27 -5.62 0.51
H 0.43 -4.77 3.63
H 0.30 3.15 -1.45
H -0.43 -4.71 -6.04
H -3.94 2.25 1.09
H 3.70 -0.77 0.09
H -1.94 -3.10 -7.13
H -2.52 -0.97 -6.02
H 3.22 -1.13 -2.35
H -2.33 -2.84 -0.07
H 3.35 -2.50 3.40
H -3.22 -4.08 0.81
H 4.94 -1.12 -2.01
H 3.14 2.37 -2.21
H 1.25 1.47 4.25
H 0.51 -4.20 -3.80
H 1.85 -3.76 1.84
H 5.00 1.20 0.85
H 5.18 1.76 -0.81
H 0.64 -3.31 4.62
H -5.10 -0.50 -3.41
H -2.62 5.76 3.14
H 3.96 4.39 2.70
H -4.69 1.26 -5.11
H -0.24 -4.40 -0.24
H 5.94 0.27 -0.31
H 4.20 0.29 -2.74
H -3.77 -0.56 -1.35
H -2.13 -0.16 0.56
H 3.73 3.40 0.45
H 1.75 3.97 -0.89
H 2.78 3.34 4.60
H -1.59 -0.44 -3.79
H -1.48 -4.17 2.55
H -1.66 2.96 -2.62
H -2.05 -2.60 4.11
H 2.07 -1.31 3.66
H -2.50 1.54 5.08
H -0.33 5.41 2.27
H 2.80 -1.48 2.07
H 2.01 -4.36 4.28

(2)
57
Properties=species:S:1:pos:R:3 method="wB97M-V/def2-TZVPD" homo_lumo_gap_ev=5.5 charge=+1 e_above_lowest_kj_mol=51.2
Si 1.37 -3.43 -1.65
F 2.14 -1.50 3.66
F -1.17 -1.11 0.22
F 0.19 -1.38 5.48
F -2.45 -1.52 4.73
F -3.12 -1.36 2.07
O 0.95 -2.51 -0.31
O 3.74 3.00 -2.35
C 4.98 -0.20 -1.22
C 2.86 -1.83 0.91
C 1.74 -2.25 -3.04
C 4.84 1.27 0.71
C -0.18 -4.41 -1.93
C 2.87 -4.49 -1.33
C 1.51 -1.96 0.80
C 6.47 -1.03 2.05
C 4.59 0.82 -2.04
C 0.55 -1.58 1.83
C 3.25 4.25 -1.82
C 6.73 -2.18 2.85
C -1.82 -1.40 2.44
C 8.69 -1.14 3.80
C 4.37 2.29 -0.09
C -0.82 -1.38 1.49
C 7.32 0.10 2.23
C 5.14 -0.01 0.18
C 8.42 0.03 3.08
C 0.85 -1.51 3.20
C 4.23 2.08 -1.49
C -1.48 -1.46 3.80
C -0.14 -1.45 4.18
C 7.83 -2.24 3.69
C 5.50 -1.12 1.01
H 7.10 1.01 1.67
H 4.49 0.71 -3.12
H 2.77 -5.09 -0.42
H 2.96 -5.19 -2.18
H 3.80 -3.91 -1.28
H 8.02 -3.14 4.27
H 4.09 3.25 0.34
H 6.04 -3.03 2.76
H 4.07 4.83 -1.35
H 0.83 -1.71 -3.33
H 5.23 -1.18 -1.65
H -0.02 -5.15 -2.73
H 3.46 -1.97 0.02
H 9.56 -1.17 4.46
H -0.49 -4.94 -1.02
H 3.26 -1.55 1.88
H 9.08 0.90 3.17
H 2.88 4.78 -2.70
H 5.27 -2.14 0.70
H -1.00 -3.74 -2.23
H 2.09 -2.82 -3.92
H 2.51 -1.51 -2.78
H 4.98 1.47 1.78
H 2.44 4.09 -1.09

(3)
22
Properties=species:S:1:pos:R:3 method="wB97M-V/def2-TZVPD" homo_lumo_gap_ev=9.4 charge=0 e_above_lowest_kj_mol=85.6
I -2.40 -2.27 -0.52
O 1.05 -1.36 2.23
N 0.51 -2.49 0.24
C 0.38 -0.37 0.05
C -1.19 1.37 -0.87
C -0.10 1.74 1.35
C -0.26 -2.06 -0.81
C 0.68 -1.47 1.09
C -0.67 0.70 0.35
C 1.57 0.11 -0.75
H 1.19 0.14 -1.83
H 0.71 -3.46 0.51
H -0.63 2.73 1.09
H -0.90 2.40 -1.20
H 0.96 1.93 1.07
H -2.26 1.27 -0.90
H -1.10 0.64 -1.74
H 1.76 1.11 -0.35
H -0.10 -2.08 -1.89
H -1.52 0.31 0.95
H 2.44 -0.52 -0.45
H -0.12 1.61 2.38

(4)
7
Properties=species:S:1:pos:R:3 method="wB97M-V/def2-TZVPD" homo_lumo_gap_ev=10.7 charge=0 e_above_lowest_kj_mol=65.4
O 1.36 1.17 0.93
N 0.63 0.91 -1.21
C 0.67 0.56 0.16
C 0.22 1.49 -2.15
C -0.22 -0.53 0.49
C -1.00 -1.40 0.76
H -1.66 -2.20 1.01

(5)
76
Properties=species:S:1:pos:R:3 method="wB97M-V/def2-TZVPD" s2=0.76 homo_lumo_gap_ev="5.7 / 4.7" spin_multiplicity=2 charge=+2 e_above_lowest_kj_mol=54.2
Sb -0.07 5.36 0.12
Tc -0.03 -0.49 0.71
Se -1.06 1.60 0.03
Se -0.57 4.26 -2.44
Se -0.15 2.07 -2.08
Se 2.06 4.44 0.56
P -2.56 -0.51 3.13
F -2.44 -1.79 2.14
F -2.03 -1.37 4.34
F -2.78 0.37 1.74
F -4.08 -0.69 3.38
F -0.78 -0.31 2.67
F -2.37 0.85 3.90
O -1.06 -1.54 -0.11
O 1.33 0.20 1.44
N 1.29 -0.70 -1.07
C 3.14 -1.70 -2.89
C 2.70 0.20 1.48
C -4.72 -3.83 -2.11
C 3.98 2.53 4.85
C -1.33 -2.40 -1.14
C 3.19 -1.24 1.67
C 3.53 -0.84 -1.88
C 5.04 -2.78 1.65
C 3.08 0.65 0.04
C 0.88 -1.49 -2.09
C -1.04 -4.27 0.49
C 3.12 1.46 5.00
C -2.83 -2.52 -1.39
C 0.28 -5.87 -1.34
C -3.69 -1.50 -1.00
C 0.04 -6.34 -0.06
C -0.12 -4.60 -1.71
C 2.73 0.73 3.89
C -3.35 -3.68 -1.97
C -0.78 -3.79 -0.79
C 4.04 2.16 2.47
C 4.17 -3.84 1.78
C 2.81 -3.61 1.89
C 2.59 -0.34 -0.98
C -5.06 -1.67 -1.13
C -5.57 -2.83 -1.68
C 1.79 -2.00 -3.01
C 3.19 1.07 2.63
C 4.43 2.88 3.59
C -0.59 -1.73 -2.34
C 4.56 -1.48 1.60
C 2.33 -2.31 1.84
C -0.63 -5.54 0.85
H -6.64 -2.97 -1.76
H 4.30 3.09 5.72
H 5.09 3.72 3.47
H -1.09 -0.76 -2.51
H 4.16 0.74 -0.04
H 2.07 -0.12 4.01
H 4.42 2.45 1.50
H -0.73 -2.33 -3.23
H -1.61 -3.67 1.18
H 4.55 -4.85 1.81
H 5.24 -0.65 1.52
H -5.11 -4.74 -2.55
H 2.76 1.18 5.98
H 1.26 -2.17 1.99
H 6.10 -2.95 1.57
H -5.72 -0.89 -0.79
H 4.56 -0.53 -1.80
H -0.85 -5.91 1.84
H 1.44 -2.61 -3.83
H 3.86 -2.11 -3.58
H 2.63 1.64 -0.13
H 2.12 -4.43 2.02
H 0.78 -6.50 -2.06
H 0.05 -4.28 -2.72
H -3.30 -0.59 -0.57
H 0.35 -7.34 0.22
H -2.69 -4.47 -2.28

(6)
18
Properties=species:S:1:pos:R:3 method="wB97M-V/def2-TZVPD" homo_lumo_gap_ev="4.4 / 4.4" charge=+1 e_above_lowest_kj_mol=582.2
Cl -4.37 0.29 -0.02
N 1.00 -1.59 -0.17
N 0.29 0.39 0.12
C 1.68 0.51 0.24
C -3.40 -0.94 -0.24
C -0.33 1.71 0.15
C -0.15 -0.79 -0.18
C 2.20 -0.88 0.07
H -2.40 -0.80 -0.06
H 1.94 1.07 1.17
H -3.81 -1.68 -0.88
H 2.91 -0.99 -0.75
H 0.32 2.46 0.53
H 2.04 1.10 -0.61
H -1.22 1.62 0.75
H 2.78 -1.03 0.90
H -0.53 2.08 -0.87
H 1.08 -2.55 -0.16

(7)
14
Properties=species:S:1:pos:R:3 method="wB97M-V/def2-TZVPD" homo_lumo_gap_ev="8.4 / 8.4" charge=+1 e_above_lowest_kj_mol=405.9
Br 2.34 2.08 1.44
O 0.70 0.49 -1.90
N -0.77 -0.54 -0.58
C -0.63 -0.87 0.89
C -0.18 0.75 -1.02
C 1.23 0.71 0.96
C 0.71 -0.46 1.31
H -0.24 -1.23 -1.09
H -1.54 -0.42 1.36
H -0.78 1.73 -1.18
H 0.81 1.25 -2.52
H -1.00 -1.93 0.96
H 1.12 -0.99 2.16
H -1.75 -0.59 -0.78

(8)
25
Properties=species:S:1:pos:R:3 method="wB97M-V/def2-TZVPD" homo_lumo_gap_ev=10.6 charge=+1 e_above_lowest_kj_mol=258.2
O 1.86 1.29 1.36
N 0.34 -0.95 0.41
N -0.68 1.67 0.06
C 0.10 -0.43 -0.94
C 1.54 -1.95 0.57
C -1.60 1.98 1.19
C -1.13 0.50 -0.76
C -0.08 -1.48 -2.05
H -0.81 -2.28 -1.76
H 0.68 -0.02 0.99
H 1.80 1.55 2.33
H -0.61 2.41 -0.57
H -0.50 -1.39 0.81
H -0.36 -1.21 -3.05
H -1.82 3.04 1.09
H 1.40 -3.02 0.38
H -2.04 0.00 -0.37
H -2.49 1.30 1.11
H 0.92 0.34 -1.51
H 1.39 1.96 0.81
H 1.61 -1.92 1.71
H 2.45 -1.66 0.01
H -1.12 1.83 2.16
H -1.71 0.61 -1.79
H 0.87 -2.15 -2.18